Record 1
C4H6N4O | ωB97M-V/def2-TZVPD

The geometry in XYZ format:
```
15
Properties=species:S:1:pos:R:3
C 1.00726 1.01807 0.05177
C -1.26776 -1.65251 0.07315
C -2.13793 -0.65284 -0.08574
C -1.32722 0.62483 -0.05792
H 2.13565 -0.95943 -0.91160
H 0.70904 2.08828 0.22453
H 0.58838 -1.46227 0.97245
H -1.38947 -2.71268 0.09247
H -3.15934 -0.85438 -0.29267
H -2.55966 2.02962 -0.24363
N 2.24662 0.74174 0.10421
N -0.03061 0.12067 -0.03209
N 0.08470 -1.25664 0.08598
N -1.56027 1.89571 0.03568
O 2.60579 -0.58309 -0.13569
```

Calculated values
energy relative to the best compared isomer or geometry (same formula, charge and spin)	3.540	eV
lowest unoccupied orbital energy	0.62	eV
molecular weight	126.1	g/mol
SMILES	[H]/N=c1\cc[nH]n1/C=N\O
orbital gap	0.339	Ha
total charge	0
maximum force	2.282	eV/Å
HOMO	-8.6	eV

***

Record 2
C7H17NO4 | ωB97M-V/def2-TZVPD

The geometry in XYZ format:
```
29
Properties=species:S:1:pos:R:3
C 0.45530 -1.77314 -2.15374
C -0.19431 -2.77115 -1.46094
N -0.19471 -2.36050 -0.11581
C 0.35961 -1.11456 0.02074
C 0.78430 -0.73023 -1.25545
C 1.52261 0.51537 -1.67512
C 0.19577 -0.82317 2.50192
C 0.39522 -0.33708 1.20076
H 0.50745 -1.58479 -3.22007
H -0.26996 -3.83136 -1.63674
H -0.62497 -2.93176 0.58664
H 1.73124 0.39216 -2.72831
H 0.93941 1.41990 -1.48458
H 2.39612 0.55675 -1.01629
H -0.19225 -1.83284 2.59359
H 0.34653 -0.25096 3.37967
H 0.71311 0.68072 0.99975
H 2.42920 1.17560 2.51022
H 1.12931 1.89024 2.67424
O 1.95371 1.73138 3.14150
H -1.25033 2.68731 -0.12815
H -0.02275 2.29804 0.65319
O -0.54106 3.07233 0.40508
H -0.91559 1.02281 -2.68529
H -0.68892 2.49672 -2.38789
O -1.36733 1.87551 -2.67138
H -2.76768 -0.44939 1.96125
H -3.25121 -0.63719 0.56011
O -3.57783 -0.38671 1.43109
```

Calculated values
spin multiplicity	2
lowest unoccupied orbital energy (alpha / beta)	3.34 / 3.31	eV
molecular weight	179.2	g/mol
orbital gap (alpha / beta)	0.145 / 0.243	Ha
total charge	-1
maximum force	1.771	eV/Å
HOMO (alpha / beta)	-0.6 / -3.3	eV

***

Record 3
C40H95N6O8 | ωB97M-V/def2-TZVPD

The geometry in XYZ format:
```
149
Properties=species:S:1:pos:R:3
C 1.18732 1.45297 -0.23380
C 0.38032 0.18977 0.18201
O 0.21263 -0.67148 -0.74015
O 0.04874 -0.06902 1.33181
H 0.62621 2.04580 -0.95616
H 2.17594 1.20851 -0.62234
H 1.36077 2.08651 0.63605
C -4.37604 -2.97138 2.55924
C -2.79407 -3.19639 2.70732
C -2.49353 -4.64424 3.32463
C -2.74756 -5.76648 2.29967
C -2.69535 -5.38825 0.80427
C -1.67999 -4.22262 0.49362
N -2.11163 -3.05684 1.35246
O -2.36754 -1.78367 0.76275
C -1.86544 -3.83257 -1.02596
C -0.24160 -4.47847 0.81831
C -2.05315 -2.14084 3.51913
H -4.63573 -2.20154 1.83259
H -4.85620 -2.76101 3.51490
H -4.79892 -3.76271 1.94033
H -3.10327 -4.64621 4.22813
H -1.46333 -4.69062 3.67769
H -3.64176 -6.34119 2.54094
H -1.95856 -6.51753 2.33852
H -3.69637 -5.20601 0.41333
H -2.49660 -6.28338 0.21491
H -1.57966 -4.60235 -1.74281
H -1.38035 -2.92033 -1.37323
H -2.92090 -3.75265 -1.28622
H 0.29036 -5.08168 0.08261
H 0.05122 -4.98582 1.73753
H 0.27807 -3.52395 0.73507
H -2.16518 -1.09980 3.21619
H -0.99616 -2.40471 3.55454
H -2.46461 -2.23547 4.52405
C -5.25503 -1.17130 -4.78459
C -4.17227 -0.10276 -4.50174
C -3.62388 -0.30147 -2.98728
C -2.34532 0.38770 -2.66996
C -1.23395 -0.25473 -3.50229
C -1.50145 -0.13415 -5.04611
N -2.98532 -0.37660 -5.38437
O -3.29315 -0.38660 -6.74331
C -0.60346 -1.14550 -5.77369
C -1.22918 1.29159 -5.54683
C -4.67500 1.31854 -4.58261
H -6.04273 -1.12531 -4.03258
H -4.89761 -2.19521 -4.67523
H -5.78600 -1.15639 -5.73640
H -3.68331 -1.32981 -2.63079
H -4.35041 0.10653 -2.28457
H -2.14295 0.06409 -1.64896
H -2.19308 1.46349 -2.58271
H -0.98472 -1.22160 -3.06510
H -0.29328 0.28467 -3.39137
H -0.80759 -2.19770 -5.57551
H 0.37813 -0.94038 -5.34646
H -0.65656 -0.87260 -6.82764
H -0.15187 1.45339 -5.51047
H -1.70354 2.09706 -4.98620
H -1.54139 1.45887 -6.57768
H -5.51250 1.40497 -3.89035
H -5.04816 1.64637 -5.55286
H -3.84253 1.94225 -4.25686
C 4.79024 -2.76778 -4.89929
N 3.60855 -2.27082 -4.01194
C 3.54913 -0.75703 -3.91759
C 2.27101 -2.77486 -4.59722
C 3.76966 -2.99017 -2.63584
C 2.81470 -2.53398 -1.52746
O 1.47084 -2.98311 -1.69478
H 4.56719 -3.74609 -5.32505
H 5.74454 -2.76471 -4.37259
H 4.78824 -2.03732 -5.70831
H 3.47307 -0.35978 -4.92976
H 4.39181 -0.38226 -3.33659
H 2.68197 -0.51303 -3.30391
H 2.07838 -2.26455 -5.54093
H 1.39298 -2.53320 -3.99825
H 2.37934 -3.84316 -4.78455
H 4.78765 -2.84477 -2.27436
H 3.78672 -4.05251 -2.87924
H 2.85296 -1.45780 -1.35871
H 3.12114 -2.98791 -0.58504
H 0.96543 -2.24472 -1.34703
C 4.29305 -1.37499 4.48209
N 4.87456 -1.41134 3.09100
C 5.81021 -0.14514 2.92057
C 5.89630 -2.54936 2.91820
C 3.84183 -1.31645 1.92892
C 2.58743 -2.13292 2.13204
O 2.92696 -3.52826 2.22323
H 3.95306 -2.39741 4.64698
H 3.52768 -0.61448 4.32737
H 5.01686 -1.11956 5.25602
H 6.20460 -0.21120 1.90658
H 6.59338 -0.14442 3.67868
H 5.22024 0.76888 2.98843
H 6.48603 -2.42428 3.82632
H 6.49937 -2.52700 2.01051
H 5.38137 -3.50460 3.02040
H 4.41173 -1.61374 1.04862
H 3.55544 -0.26614 1.87461
H 1.99625 -1.94180 1.23644
H 1.99843 -1.68516 2.93246
H 2.47630 -3.82531 3.01713
C -2.31077 8.13214 0.41465
N -1.11722 8.13688 -0.59895
C -1.67606 8.56701 -2.05518
C -0.11335 9.12815 -0.05540
C -0.34228 6.79033 -0.63533
C -1.18058 5.47731 -0.77338
O -2.11170 5.41447 -1.80992
H -1.96373 7.98568 1.43750
H -2.93481 7.27319 0.16792
H -2.84616 9.07038 0.26914
H -2.50498 7.93734 -2.37847
H -0.83835 8.34432 -2.71604
H -1.82451 9.62651 -1.84654
H -0.48113 10.15419 -0.04630
H 0.76602 9.22230 -0.69253
H 0.32701 8.79357 0.88387
H 0.18071 6.62192 0.30606
H 0.38197 6.84057 -1.44837
H -1.69935 5.29341 0.16744
H -0.61635 4.59032 -1.06147
H -1.69190 5.19522 -2.64496
C 0.51224 2.55536 3.45560
N 0.05680 1.99746 4.76958
C 0.25101 3.12366 5.77699
C -1.40937 1.50234 4.71090
C 0.96634 0.78500 5.15295
C 0.46545 -0.13989 6.32568
O 0.21686 0.65892 7.46382
H 1.58045 2.76342 3.39440
H -0.06989 3.46285 3.29531
H 0.24605 1.86051 2.65909
H -0.20583 2.85511 6.72950
H -0.21243 4.04223 5.41707
H 1.30728 3.30853 5.97252
H -1.69121 1.09001 5.67973
H -1.25716 0.73387 3.95302
H -2.04490 2.33160 4.40021
H 2.00077 1.06338 5.35432
H 1.01279 0.28538 4.18530
H 1.15087 -0.96350 6.52559
H -0.40910 -0.68976 5.97797
H 0.44388 0.10076 8.21116
```

Calculated values
spin multiplicity	2
lowest unoccupied orbital energy (alpha / beta)	-17.39 / -15.91	eV
molecular weight	788.2	g/mol
orbital gap (alpha / beta)	0.190 / 0.244	Ha
total charge	+6
maximum force	9.210	eV/Å
HOMO (alpha / beta)	-22.5 / -22.5	eV

***

Record 4
C4H5LiO2 | ωB97M-V/def2-TZVPD

The geometry in XYZ format:
```
12
Properties=species:S:1:pos:R:3
O 2.48728 0.39516 -0.40310
C 1.20492 0.44465 0.22243
C 0.26518 -0.50642 -0.35666
C -1.08960 -0.83280 0.24159
C -2.30087 0.03743 -0.17746
O -2.12157 1.27725 -0.02855
H 2.90080 1.25219 -0.28965
H 0.27930 -0.54405 -1.46119
H -1.05141 -0.77574 1.35048
H -1.37107 -1.87227 -0.00344
Li -0.32721 1.85062 0.00539
H 1.12424 -0.72603 0.90017
```

Calculated values
energy relative to the best compared isomer or geometry (same formula, charge and spin)	0.000	eV
spin multiplicity	2
lowest unoccupied orbital energy (alpha / beta)	2.89 / 2.79	eV
molecular weight	92.0	g/mol
orbital gap (alpha / beta)	0.139 / 0.177	Ha
total charge	-1
maximum force	3.321	eV/Å
HOMO (alpha / beta)	-0.9 / -2.0	eV

***

Record 5
C3H10INO9PS2 | ωB97M-V/def2-TZVPD

The geometry in XYZ format:
```
27
Properties=species:S:1:pos:R:3
O -1.03782 1.29304 3.86195
S -1.77886 1.56045 2.66094
O -1.81332 0.42875 1.77868
O -0.96493 2.71191 1.89619
N -3.18458 2.15468 3.12204
S -4.43809 1.55361 2.31139
O -4.40857 1.92358 0.92490
O -4.69462 0.17161 2.57573
I -6.36742 2.68152 3.33296
H -0.43272 2.28803 1.20476
C 1.12562 -1.87519 0.54782
O 0.67522 -0.69060 -0.13773
P 1.78570 0.09164 -1.06878
O 1.29996 1.48345 -1.03579
O 1.37449 -0.68550 -2.43713
C 0.02973 -1.05431 -2.72026
O 3.33156 0.25999 -1.58268
C 4.03622 -0.86273 -2.13479
H 0.26472 -2.32597 1.03338
H 1.55841 -2.59440 -0.15732
H 1.86734 -1.61846 1.30502
H -0.67261 -0.27567 -2.42622
H -0.21901 -1.99258 -2.22349
H -0.04237 -1.21092 -3.79581
H 3.73749 -1.02516 -3.16848
H 3.86965 -1.76617 -1.54998
H 5.09880 -0.62458 -2.11727
```

Calculated values
lowest unoccupied orbital energy	1.73	eV
molecular weight	426.1	g/mol
orbital gap	0.278	Ha
total charge	-1
maximum force	6.191	eV/Å
HOMO	-5.8	eV

***

Record 6
CH2N3OP | ωB97M-V/def2-TZVPD

The geometry in XYZ format:
```
8
Properties=species:S:1:pos:R:3
C -0.14937 -1.26143 0.07041
N 0.49185 1.00341 0.00715
N 1.67486 0.64601 -0.02452
N -0.44026 -0.04235 0.04172
O -1.71587 0.57030 0.03643
P 2.68376 -0.48260 -0.04874
H -0.98919 -1.93669 0.09326
H -1.55578 1.50336 -0.17570
```

Calculated values
energy relative to the best compared isomer or geometry (same formula, charge and spin)	2.587	eV
lowest unoccupied orbital energy	-0.85	eV
molecular weight	103.0	g/mol
orbital gap	0.283	Ha
total charge	0
maximum force	2.341	eV/Å
HOMO	-8.5	eV